Entry 1:
2 unconnected molecules or ions with the total composition C11H25N4O3 in a non-equilibrium geometry, computed with ωB97M-V/def2-TZVPD.

Computed properties:
charge = +1
M = 261.35 g/mol
energy = -23905.5521 eV
HOMO-LUMO gap = 8.237 eV
energy above the lowest of the compared OMol25 structures with the same formula, charge and spin = 95.39 kcal/mol
HOMO = -11.962 eV

Structure (XYZ):
```
43
Properties=species:S:1:pos:R:3:nbo_charge:R:1
C 2.606 -1.423 0.131 -0.280
O 2.027 -0.345 0.944 -0.556
C 0.806 0.000 0.205 -0.078
C 0.199 1.428 0.605 -0.438
C -1.406 1.373 0.806 -0.410
C -2.079 0.988 -0.616 -0.425
C -3.670 1.106 -0.616 -0.406
C -4.443 -0.131 0.047 -0.495
C -3.562 -1.417 0.278 0.483
N -3.045 -2.014 1.473 -0.438
C -2.289 -3.145 1.012 0.576
N -1.590 -3.983 1.815 -0.828
N -2.331 -3.266 -0.411 -0.364
N -3.091 -2.221 -0.819 -0.359
H 3.139 -2.201 0.770 0.197
H 3.351 -1.023 -0.629 0.218
H 1.775 -1.989 -0.423 0.153
H 0.022 -0.785 0.499 0.143
H 1.020 -0.045 -0.923 0.194
H 0.734 1.924 1.476 0.243
H 0.373 2.120 -0.298 0.206
H -1.705 0.666 1.642 0.212
H -1.711 2.453 1.028 0.222
H -1.674 0.006 -1.029 0.191
H -1.698 1.799 -1.338 0.230
H -3.993 1.278 -1.696 0.226
H -3.933 2.057 -0.043 0.241
H -5.377 -0.318 -0.591 0.269
H -4.848 0.176 1.074 0.274
H -1.995 -4.380 2.665 0.446
H -0.598 -4.179 1.621 0.433
H -1.876 -3.947 -1.033 0.464
H -3.258 -2.052 -1.823 0.450
C 3.570 2.227 -0.841 -0.088
C 4.687 2.137 0.186 -0.097
O 5.948 2.254 -0.477 -0.726
O 3.729 1.204 -1.816 -0.737
H 2.594 2.111 -0.369 0.179
H 3.605 3.189 -1.365 0.157
H 4.674 1.163 0.679 0.191
H 4.602 2.923 0.942 0.173
H 6.028 3.166 -0.786 0.469
H 4.685 1.119 -1.958 0.483
```



Entry 2:
A single C11H25P molecule, computed with ωB97M-V/def2-TZVPD.

Computed properties:
charge = 0
M = 188.30 g/mol
energy = -21100.8799 eV
HOMO-LUMO gap = 10.361 eV
energy above the lowest of the compared OMol25 structures with the same formula, charge and spin = 0.00 kcal/mol
HOMO = -9.312 eV

Structure (XYZ):
```
37
Properties=species:S:1:pos:R:3:nbo_charge:R:1
C -2.773 -3.335 1.645 -0.602
C -1.455 -2.968 2.327 -0.396
C -0.663 -1.855 1.616 -0.403
C 0.822 -2.178 1.431 -0.386
C 1.692 -0.946 1.205 -0.387
C 1.221 -0.069 0.043 -0.404
C 2.282 0.952 -0.378 -0.387
C 1.843 2.046 -1.373 -0.407
C 0.891 1.611 -2.505 -0.402
C -0.470 2.319 -2.611 -0.394
C -1.484 2.155 -1.472 -0.689
P -1.538 3.317 -0.024 0.304
H -2.637 -3.454 0.565 0.198
H -3.186 -4.272 2.030 0.208
H -3.524 -2.556 1.800 0.202
H -0.829 -3.863 2.407 0.194
H -1.664 -2.651 3.354 0.200
H -0.749 -0.914 2.177 0.197
H -1.127 -1.664 0.641 0.196
H 1.184 -2.716 2.316 0.200
H 0.947 -2.861 0.581 0.194
H 1.718 -0.347 2.125 0.194
H 2.726 -1.259 1.011 0.200
H 0.949 -0.716 -0.801 0.192
H 0.310 0.458 0.329 0.195
H 2.660 1.446 0.526 0.201
H 3.136 0.404 -0.795 0.193
H 2.755 2.448 -1.825 0.207
H 1.395 2.884 -0.830 0.201
H 1.393 1.781 -3.463 0.207
H 0.718 0.530 -2.460 0.197
H -0.948 1.923 -3.516 0.205
H -0.315 3.390 -2.798 0.198
H -1.446 1.133 -1.071 0.224
H -2.493 2.259 -1.894 0.226
H -0.226 3.121 0.449 -0.042
H -1.113 4.447 -0.761 -0.036
```



Entry 3:
A molecular structure, C11H26AlClINOP2 in a non-equilibrium geometry, computed with ωB97M-V/def2-TZVPD.

Computed properties:
charge = +2
M = 439.62 g/mol
energy = -61153.8029 eV
HOMO-LUMO gap = 9.125 eV
energy above the lowest of the compared OMol25 structures with the same formula, charge and spin = 0.00 kcal/mol
HOMO = -15.747 eV

Structure (XYZ):
```
44
Properties=species:S:1:pos:R:3:nbo_charge:R:1
C 0.006 0.546 -6.220 -0.754
C 0.014 1.218 -4.883 0.662
H 0.008 1.287 -7.031 0.293
H -0.889 -0.073 -6.319 0.283
H 0.894 -0.084 -6.325 0.283
O 0.022 2.373 -4.569 -0.399
I 0.009 -0.323 -3.093 -0.074
Al 0.022 -0.726 -0.293 1.112
P 2.353 -0.133 -0.149 0.903
C 2.773 1.303 0.908 -0.931
C 3.301 -1.503 0.601 -0.926
H 4.362 -1.297 0.405 0.265
H 4.264 0.002 -1.569 0.268
H 3.009 -2.440 0.110 0.275
H 2.788 -0.424 -2.496 0.266
H 2.266 1.273 1.884 0.240
H 3.108 -1.572 1.682 0.257
C 3.199 0.223 -1.710 -0.945
H 3.862 1.313 1.074 0.271
H 3.042 1.273 -1.980 0.265
H 2.494 2.226 0.387 0.261
P -2.304 -0.097 -0.061 0.900
C -2.731 1.330 1.005 -0.931
C -3.133 0.281 -1.630 -0.944
H -2.982 -2.404 0.192 0.275
H -4.339 -1.249 0.445 0.265
H -3.120 -1.514 1.754 0.259
C -3.283 -1.461 0.667 -0.924
H -2.731 -0.373 -2.417 0.264
H -4.205 0.081 -1.500 0.267
H -3.826 1.371 1.133 0.272
H -2.397 2.257 0.522 0.259
H -2.948 1.328 -1.895 0.263
H -2.265 1.249 1.997 0.244
Cl -0.031 -2.841 -0.561 -0.497
C -0.595 -0.492 5.299 -0.596
C 0.423 0.060 4.285 -0.556
C 0.205 -0.344 2.905 0.567
N 0.078 -0.648 1.783 -0.561
H -1.596 -0.082 5.132 0.227
H -0.325 -0.237 6.329 0.260
H -0.645 -1.584 5.268 0.235
H 0.407 1.161 4.347 0.286
H 1.436 -0.249 4.588 0.290
```



Entry 4:
A molecular structure, C11H26BaN6O7 in a non-equilibrium geometry, computed with ωB97M-V/def2-TZVPD.

Computed properties:
charge = 0
M = 491.69 g/mol
energy = -35772.1428 eV
HOMO-LUMO gap (spin up / spin down) = 4.982 / 4.981 eV
energy above the lowest of the compared OMol25 structures with the same formula, charge and spin = 408.54 kcal/mol
HOMO (spin up / spin down) = -5.739 / -5.735 eV

Structure (XYZ):
```
51
Properties=species:S:1:pos:R:3:lowdin_charge:R:1
O -0.739 0.719 -5.361 -0.096
H -1.292 0.292 -6.023 0.087
Ba -0.698 0.347 -0.182 2.414
N -0.397 1.871 0.996 -0.551
N 0.682 1.249 -1.227 -0.509
N -1.703 -0.717 1.138 -0.433
N -0.851 -1.306 -1.232 -0.399
O -1.105 2.228 2.150 -0.243
O -2.170 -0.350 2.415 0.008
O -0.298 -1.614 -2.492 -0.008
O 1.468 0.677 -2.236 -0.221
C 1.229 2.408 -0.600 -0.298
C 0.648 2.746 0.575 -0.254
C -1.947 -1.922 0.770 -0.225
C -1.386 -2.286 -0.602 -0.229
C 0.999 3.929 1.473 -0.009
H 1.262 3.570 2.469 0.085
H 0.140 4.593 1.568 0.087
H 1.837 4.517 1.107 0.061
C 2.375 3.130 -1.303 -0.021
H 2.084 3.375 -2.325 0.086
H 3.250 2.480 -1.348 0.073
H 2.672 4.055 -0.815 0.063
C -2.690 -2.986 1.586 0.013
C -1.519 -3.728 -1.108 0.008
H -3.367 -2.542 2.316 0.084
H -1.985 -3.612 2.130 0.097
H -3.305 -3.627 0.955 0.080
H -0.763 -3.971 -1.854 0.083
H -2.495 -3.885 -1.566 0.097
H -1.393 -4.454 -0.305 0.079
H -1.870 0.567 2.505 0.041
H -0.135 -0.729 -2.871 0.057
C -1.536 1.103 -4.306 -0.195
H -1.110 1.876 -3.682 0.085
H -2.025 0.276 -3.811 0.073
H -2.379 1.628 -4.757 0.080
O -2.757 1.462 -0.326 -0.207
H -2.655 0.525 0.031 -0.016
H -1.991 1.972 0.072 0.002
C 1.962 -2.367 3.499 -0.085
N 2.856 -1.529 2.726 -0.004
C 2.404 -0.753 1.702 -0.617
N 3.257 0.064 1.045 0.187
O 1.216 -0.783 1.408 -0.043
H 1.172 -1.743 3.974 0.096
H 2.525 -2.887 4.303 0.090
H 1.485 -3.124 2.843 0.086
H 3.852 -1.499 2.991 0.145
H 2.931 0.651 0.272 0.097
H 4.252 0.106 1.308 0.120
```



Entry 5:
A molecular structure, C11H26LaN4O7S in a non-equilibrium geometry, computed with ωB97M-V/def2-TZVPD.

Computed properties:
charge = +1
M = 497.32 g/mol
energy = -43803.7349 eV
HOMO-LUMO gap (spin up / spin down) = 3.557 / 4.026 eV
energy above the lowest of the compared OMol25 structures with the same formula, charge and spin = 48.42 kcal/mol
HOMO (spin up / spin down) = -9.731 / -9.735 eV

Structure (XYZ):
```
50
Properties=species:S:1:pos:R:3:lowdin_charge:R:1
O -0.683 0.562 -2.663 -0.222
H 0.323 0.165 -3.561 0.000
La -1.301 -0.002 -0.218 2.148
N -1.140 2.400 0.171 -0.267
N 1.624 2.171 -0.435 -0.014
N -1.425 -2.856 -0.121 -0.071
N 0.791 -1.687 0.128 -0.020
O -2.405 2.170 -0.102 -0.361
O -2.480 -3.435 -0.601 -0.034
O 2.049 -1.132 0.063 -0.004
O 0.975 1.088 -0.115 -0.429
C 0.896 3.273 -0.607 -0.296
C -0.524 3.422 -0.456 -0.285
C -0.437 -3.663 0.324 -0.213
C 0.827 -2.996 0.438 -0.234
C -1.289 4.498 -1.114 -0.026
H -1.440 4.276 -2.183 0.098
H -0.764 5.453 -1.042 0.075
H -2.275 4.589 -0.644 0.088
C 1.752 4.418 -1.092 -0.048
H 2.084 4.249 -2.131 0.085
H 2.668 4.481 -0.484 0.083
H 1.236 5.380 -1.038 0.061
C -0.555 -5.122 0.579 0.006
C 2.084 -3.727 0.780 0.004
H -1.568 -5.451 0.361 0.085
H -0.330 -5.349 1.633 0.112
H 0.147 -5.692 -0.050 0.108
H 2.917 -3.015 0.736 0.087
H 2.276 -4.559 0.085 0.104
H 2.043 -4.181 1.781 0.106
H -3.008 -2.142 -1.247 0.024
H 1.821 -0.133 -0.062 0.036
C 1.093 -0.433 -4.233 0.055
H 0.853 -0.360 -5.298 0.051
H 1.045 -1.487 -3.904 0.051
H 2.111 -0.078 -4.046 0.054
O -3.019 -1.127 -1.443 -0.245
H -1.077 1.358 -3.100 0.076
H -3.266 -1.005 -2.375 0.085
C -0.279 -0.541 4.581 -0.226
S -1.242 0.570 3.544 0.953
C -0.009 1.830 3.185 -0.220
O -1.422 -0.177 2.214 -0.750
H -0.833 -0.639 5.522 0.059
H 0.706 -0.108 4.775 0.053
H -0.202 -1.511 4.081 0.060
H 0.849 1.676 3.851 0.055
H 0.291 1.786 2.128 0.034
H -0.486 2.796 3.406 0.067
```



Entry 6:
6 unconnected molecules or ions with the total composition C11H26O10 in a non-equilibrium geometry, computed with ωB97M-V/def2-TZVPD.

Computed properties:
charge = 0
M = 318.32 g/mol
energy = -32302.8207 eV
HOMO-LUMO gap = 10.353 eV
HOMO = -9.968 eV

Structure (XYZ):
```
47
Properties=species:S:1:pos:R:3:nbo_charge:R:1
C -25.066 3.994 29.904 -0.625
C -25.465 4.890 31.052 0.061
C -26.980 5.011 31.226 -0.093
O -27.229 4.546 32.550 -0.476
C -26.077 4.234 33.161 0.985
O -25.971 3.901 34.296 -0.592
O -25.029 4.348 32.314 -0.493
H -24.027 3.663 29.923 0.227
H -25.234 4.503 28.956 0.221
H -25.657 3.076 29.931 0.214
H -24.968 5.854 30.950 0.185
H -27.590 4.433 30.533 0.194
H -27.305 6.051 31.142 0.189
C -26.475 -0.617 29.527 -0.629
C -26.521 -0.579 31.041 0.047
C -25.435 0.279 31.688 -0.091
O -26.148 1.349 32.335 -0.514
C -27.480 1.093 32.302 0.971
O -28.296 1.698 32.914 -0.574
O -27.747 0.077 31.461 -0.499
H -27.302 -1.208 29.138 0.220
H -25.515 -1.029 29.209 0.216
H -26.560 0.388 29.106 0.220
H -26.600 -1.596 31.420 0.225
H -24.711 0.692 30.989 0.192
H -24.899 -0.271 32.463 0.210
C -27.877 -4.272 29.950 -0.251
O -27.803 -3.713 31.264 -0.729
H -28.398 -3.600 29.269 0.164
H -26.860 -4.456 29.609 0.182
H -28.364 -5.252 29.963 0.168
H -28.655 -3.318 31.469 0.471
C -22.707 -0.388 35.057 -0.240
O -22.606 -1.807 34.994 -0.724
H -23.153 0.028 35.957 0.171
H -21.716 0.069 34.931 0.150
H -23.302 -0.096 34.196 0.180
H -22.339 -2.128 35.858 0.462
C -26.305 1.274 26.329 -0.248
O -26.351 2.434 27.121 -0.726
H -25.478 0.650 26.649 0.183
H -27.227 0.676 26.374 0.160
H -26.183 1.499 25.260 0.165
H -26.974 3.061 26.745 0.470
O -25.848 0.597 35.238 -0.958
H -26.247 1.261 34.660 0.487
H -25.787 1.042 36.087 0.470
```



Entry 7:
4 unconnected molecules or ions with the total composition C11H26O10S, computed with ωB97M-V/def2-TZVPD.

Computed properties:
charge = 0
M = 350.39 g/mol
energy = -43135.5980 eV
HOMO-LUMO gap = 10.354 eV
energy above the lowest of the compared OMol25 structures with the same formula, charge and spin = 0.00 kcal/mol
HOMO = -9.985 eV

Structure (XYZ):
```
48
Properties=species:S:1:pos:R:3:nbo_charge:R:1
O 1.413 -3.133 -3.759 -0.548
C 1.018 -2.013 -3.786 0.671
O -0.158 -1.628 -3.247 -0.553
C -0.052 -0.519 -2.321 -0.063
C -1.014 -0.757 -1.169 -0.429
C -1.454 0.565 -0.546 -0.431
C -2.189 0.318 0.756 -0.069
O -2.839 1.489 1.294 -0.717
S -2.039 2.781 1.793 1.787
O -1.518 3.494 0.640 -0.961
O -0.774 1.952 2.423 -0.733
C 0.432 2.713 2.582 -0.114
C 1.616 1.783 2.500 -0.089
O 1.918 1.258 3.801 -0.557
C 2.202 -0.074 3.859 0.661
O 1.375 -0.927 3.837 -0.518
H 1.553 -1.192 -4.295 0.104
H -0.295 0.413 -2.841 0.184
H 0.973 -0.446 -1.949 0.181
H -1.871 -1.323 -1.542 0.236
H -0.526 -1.383 -0.414 0.210
H -0.588 1.214 -0.385 0.208
H -2.116 1.101 -1.233 0.219
H -3.010 -0.380 0.585 0.201
H -1.538 -0.119 1.514 0.202
H 0.423 3.211 3.555 0.213
H 0.505 3.472 1.801 0.210
H 1.363 0.961 1.825 0.195
H 2.491 2.306 2.105 0.188
H 3.273 -0.281 4.011 0.112
C -3.254 -3.791 -4.380 -0.247
O -3.148 -2.672 -3.513 -0.731
H -4.142 -4.343 -4.079 0.182
H -3.371 -3.489 -5.424 0.159
H -2.388 -4.452 -4.295 0.167
H -2.361 -2.177 -3.762 0.471
C -0.388 6.347 5.250 -0.248
O -0.938 5.699 4.111 -0.727
H -0.600 5.712 6.107 0.185
H 0.695 6.470 5.167 0.160
H -0.844 7.325 5.420 0.165
H -0.767 6.250 3.341 0.466
C 4.129 -5.456 -2.646 -0.244
O 2.918 -5.250 -1.940 -0.727
H 4.565 -6.379 -2.270 0.178
H 3.959 -5.563 -3.722 0.162
H 4.844 -4.644 -2.482 0.154
H 2.516 -4.442 -2.277 0.476
```



Entry 8:
3 unconnected molecules or ions with the total composition C11H26O7P, computed with ωB97M-V/def2-TZVPD.

Computed properties:
charge = +1
M = 301.30 g/mol
energy = -35443.6162 eV
HOMO-LUMO gap = 9.396 eV
energy above the lowest of the compared OMol25 structures with the same formula, charge and spin = 0.00 kcal/mol
HOMO = -13.028 eV

Structure (XYZ):
```
45
Properties=species:S:1:pos:R:3:nbo_charge:R:1
C 0.393 1.653 -0.665 -0.621
C 1.532 0.919 -1.402 -0.404
C 2.155 -0.253 -0.600 -0.785
P 3.895 -0.087 -0.243 1.475
O 4.198 0.343 1.243 -0.938
H 0.621 2.715 -0.589 0.227
H 0.246 1.273 0.350 0.213
H -0.553 1.543 -1.191 0.243
H 2.303 1.654 -1.653 0.206
H 1.182 0.511 -2.348 0.251
H 2.034 -1.216 -1.104 0.291
H 1.670 -0.353 0.381 0.277
H 4.612 -1.263 -0.457 0.009
H 4.476 0.873 -1.073 0.003
H 3.422 0.520 1.800 0.543
C -3.720 -0.135 -5.657 -0.641
C -2.429 -0.912 -5.749 -0.071
O -1.691 -0.866 -4.500 -0.502
C -2.114 -1.707 -3.564 0.980
O -3.005 -2.507 -3.654 -0.629
O -1.357 -1.522 -2.468 -0.522
C -1.724 -2.351 -1.359 -0.255
H -3.529 0.892 -5.346 0.212
H -4.200 -0.113 -6.636 0.228
H -4.405 -0.602 -4.951 0.227
H -1.744 -0.474 -6.472 0.193
H -2.603 -1.955 -6.009 0.203
H -1.769 -3.397 -1.652 0.207
H -2.687 -2.049 -0.950 0.199
H -0.942 -2.204 -0.617 0.174
C 2.771 0.709 4.595 -0.638
C 1.822 1.748 4.041 -0.075
O 0.634 1.140 3.500 -0.525
C -0.300 0.811 4.412 0.979
O -0.219 1.025 5.590 -0.625
O -1.325 0.266 3.772 -0.497
C -2.426 -0.109 4.623 -0.258
H 2.950 -0.068 3.844 0.174
H 3.725 1.171 4.852 0.231
H 2.380 0.226 5.488 0.249
H 2.253 2.268 3.183 0.168
H 1.558 2.493 4.789 0.221
H -2.738 0.738 5.229 0.205
H -2.133 -0.932 5.271 0.197
H -3.218 -0.414 3.947 0.202
```